No. 1
12
Properties=species:S:1:pos:R:3:forces:R:3 method="wB97M-V/def2-TZVPD" lumo_energy_ev="-0.88 / -0.88" gap_ev="8.47 / 8.47" e_homo_ev="-9.35 / -9.35" spin_multiplicity=1 e_above_lowest_ev=5.5792
C -0.97195 -1.04946 0.14808 0.68 -0.02 -0.24
C -0.34525 0.00587 -0.70633 2.78 -1.14 0.94
N -1.14231 1.11262 -0.59650 -0.12 1.27 -0.48
N -2.10030 0.90177 0.14392 -0.56 0.27 0.43
N 2.05720 1.32722 -0.20831 1.05 1.87 -1.06
N 1.48766 0.36258 0.22494 -4.25 -1.52 -0.55
O 1.60417 -0.43760 1.12223 1.07 -0.17 0.80
O -2.11970 -0.37448 0.63180 -0.23 -0.21 0.29
H -1.25500 -1.95860 -0.38496 -0.07 0.09 -0.01
H -0.29895 -1.31528 0.98841 -0.07 0.12 -0.24
H 0.16116 -0.17925 -1.63751 -0.18 0.02 -0.20
H 2.92328 1.60461 0.27423 -0.09 -0.59 0.32

No. 2
12
Properties=species:S:1:pos:R:3:forces:R:3 method="wB97M-V/def2-TZVPD" lumo_energy_ev=-0.83 gap_ev=8.53 e_homo_ev=-9.36 spin_multiplicity=1 e_above_lowest_ev=7.6870
C 1.68189 0.24674 -0.14536 7.73 1.74 2.33
C 0.65429 -0.63013 -0.32152 -4.54 -0.54 -0.01
H -1.48696 -1.18421 1.32286 -0.50 2.88 -3.14
H -2.24518 0.63660 -0.06145 0.80 -4.69 1.61
H -0.65828 2.38763 -0.44113 0.75 -2.18 0.24
H -0.23843 -2.20605 -0.06063 0.73 -0.31 -0.41
N -1.66672 -0.44112 0.05085 -2.72 1.44 1.77
N -0.54850 0.08440 -0.40201 1.23 2.93 -0.31
N -0.28475 1.58103 0.17960 2.79 -1.64 -1.30
N 0.74134 -1.86149 -0.14506 -1.20 -1.66 0.33
O 1.22835 1.62098 -0.14705 -0.49 -1.88 0.64
O 2.82295 -0.23437 0.17092 -4.57 3.90 -1.75

No. 3
12
Properties=species:S:1:pos:R:3:forces:R:3 method="wB97M-V/def2-TZVPD" lumo_energy_ev=0.63 gap_ev=8.52 e_homo_ev=-7.89 spin_multiplicity=1 e_above_lowest_ev=1.7064
O -1.75350 0.05353 1.88612 0.69 -0.14 0.38
N -1.58404 0.13063 0.48500 0.36 -0.05 -0.49
C -0.34393 -0.09940 0.25689 0.09 0.05 -0.06
N 0.69592 -0.36879 1.10551 -0.23 0.00 0.23
N 1.90973 -0.45039 0.45933 0.01 0.07 -0.32
C 1.62303 -0.28573 -0.78036 0.63 -0.05 -0.12
N 0.27652 -0.08999 -0.99937 -0.58 0.03 -0.09
S -0.49768 0.10482 -2.49343 0.08 0.41 0.31
H -2.68512 0.17833 1.99668 -0.75 0.11 0.05
H 0.65462 -0.33769 2.10908 -0.05 0.00 -0.14
H 2.34215 -0.29334 -1.59762 -0.27 -0.03 0.33
H -0.63769 1.45802 -2.42783 0.03 -0.40 -0.07

No. 4
12
Properties=species:S:1:pos:R:3:forces:R:3 method="wB97M-V/def2-TZVPD" lumo_energy_ev=-0.92 gap_ev=8.24 e_homo_ev=-9.16 spin_multiplicity=1 e_above_lowest_ev=4.5768
C -0.86011 0.00469 -0.38541 0.08 1.37 3.10
C 1.19652 -0.36974 0.83729 2.78 -0.56 -2.01
H -2.48012 0.14679 -1.49166 1.63 2.06 0.83
H -1.15132 1.62463 -1.67902 -2.78 -3.53 2.19
H 2.86313 -0.03420 -0.30483 -1.57 -1.53 3.05
H 0.92753 1.69457 0.22507 -3.01 -4.55 -1.81
N -1.72805 0.78383 -1.02791 0.79 2.48 -4.64
N -1.45823 -1.04457 0.23273 4.22 -0.32 -0.25
N -0.68376 -1.57095 1.24207 0.64 0.85 2.76
N 0.48065 -1.13293 1.78212 -2.91 -0.89 -3.46
N 2.48409 -0.58348 0.63351 -1.87 2.23 -1.71
N 0.40966 0.48137 -0.06396 2.00 2.40 1.97

No. 5
13
Properties=species:S:1:pos:R:3:forces:R:3 method="wB97M-V/def2-TZVPD" lumo_energy_ev="-4.50 / -4.50" gap_ev="9.19 / 9.18" e_homo_ev="-13.69 / -13.69" spin_multiplicity=1 total_charge=+1 e_above_lowest_ev=3.6889
C 1.46107 0.60536 -0.59855 -2.22 -3.02 -0.48
C -0.72632 -1.44152 0.43872 -1.02 -1.15 -0.17
N 5.22866 -0.84951 0.64968 -0.62 0.69 -0.45
N 0.36356 0.28765 -1.13958 -0.04 2.01 -1.04
N 1.16363 -0.82931 -0.64497 2.47 1.02 -1.56
N 0.44064 -1.42123 0.28929 -0.96 -1.33 1.62
N 4.52024 -0.10404 0.27457 1.76 -1.55 0.80
N 2.40565 1.34853 -0.20135 2.33 -2.06 1.38
N -1.96748 -1.80355 0.34524 2.02 1.19 3.99
H 2.19880 2.27050 -0.31967 0.18 3.36 -0.13
H 3.33295 0.88964 0.14044 -2.09 1.51 -0.86
H -2.49885 -1.64332 1.19566 -0.55 0.04 -0.47
H -2.39114 -1.91436 -0.50536 -1.26 -0.72 -2.63

No. 6
8
Properties=species:S:1:pos:R:3:forces:R:3 method="wB97M-V/def2-TZVPD" lumo_energy_ev=-8.04 gap_ev=9.72 e_homo_ev=-17.76 spin_multiplicity=1 total_charge=+1 e_above_lowest_ev=3.7932
O -2.56554 0.01053 0.00515 2.07 0.04 -0.09
N -1.37957 0.00535 -0.01381 -1.47 -1.32 0.46
C -0.19708 0.71949 0.02974 2.33 4.19 0.11
C -0.08157 -0.76983 -0.02497 -0.87 1.27 1.93
H 0.09510 1.41468 0.95554 -0.96 -1.90 -1.71
H 0.16356 1.23245 -0.88655 -0.90 0.02 0.35
H 0.15817 -1.20281 -0.93963 0.35 -0.94 -1.34
H 0.30763 -1.08096 0.92422 -0.54 -1.36 0.28

No. 7
9
Properties=species:S:1:pos:R:3:forces:R:3 method="wB97M-V/def2-TZVPD" lumo_energy_ev=4.65 gap_ev=8.35 e_homo_ev=-3.70 spin_multiplicity=1 total_charge=-1 e_above_lowest_ev=1.6868
O -0.47142 1.56363 -1.92152 -0.12 0.39 -0.44
C 0.02512 0.67251 -1.24066 -0.31 -1.29 1.01
N -0.58847 -0.24628 -0.46480 0.46 0.70 0.02
C 0.29375 -0.57739 1.13941 0.40 -0.12 -0.65
O 1.38923 0.01297 1.30128 0.12 0.56 0.03
H 1.10704 0.48444 -1.17022 0.26 0.40 -0.28
H -1.56426 -0.02256 -0.29666 -0.12 0.08 -0.19
H -0.59035 -0.23600 1.71226 -0.04 -0.34 0.18
H 0.39937 -1.65132 0.94093 -0.65 -0.38 0.31

No. 8
9
Properties=species:S:1:pos:R:3:forces:R:3 method="wB97M-V/def2-TZVPD" lumo_energy_ev="4.36 / 4.36" gap_ev="5.60 / 5.60" e_homo_ev="-1.25 / -1.25" spin_multiplicity=1 total_charge=-1 e_above_lowest_ev=4.6757
O 0.11833 -0.49011 2.17861 -1.12 0.96 -1.45
C 0.19921 0.25839 1.19013 2.03 -2.10 0.97
C -0.60082 0.29946 -0.13583 0.32 -2.31 1.11
N 0.16847 -0.20426 -1.27226 -0.74 1.68 -0.43
O 0.09223 -1.53171 -1.52132 0.17 -0.77 0.41
H 1.27327 0.67012 1.15635 -1.08 0.64 -0.69
H -1.39390 -0.45213 -0.15284 -0.42 0.39 0.68
H -0.94592 1.28108 -0.26181 -0.57 1.57 -0.54
H 1.08913 0.16917 -1.18103 1.40 -0.05 -0.06

No. 9
9
Properties=species:S:1:pos:R:3:forces:R:3 method="wB97M-V/def2-TZVPD" lumo_energy_ev="-6.84 / -6.84" gap_ev="9.07 / 9.07" e_homo_ev="-15.91 / -15.91" spin_multiplicity=1 total_charge=+1 e_above_lowest_ev=3.5163
C 0.99486 -2.25248 1.08794 0.67 -0.31 0.80
C -1.26712 1.40941 0.26062 -1.26 0.37 1.12
N -0.15425 1.13105 -0.50380 3.21 -4.09 -2.13
O 1.38839 -2.96627 1.87617 0.31 -1.26 1.00
O 0.66011 -1.46757 0.31951 -0.97 1.65 -1.83
H -2.02349 1.67440 -0.48669 -0.28 0.25 0.02
H -0.39468 0.20713 -1.03801 -0.42 0.40 1.32
H 0.76875 0.75348 -0.08676 -1.51 1.24 0.11
H 0.02744 1.51086 -1.42899 0.24 1.75 -0.41

No. 10
9
Properties=species:S:1:pos:R:3:forces:R:3 method="wB97M-V/def2-TZVPD" lumo_energy_ev=-5.51 gap_ev=8.90 e_homo_ev=-14.41 spin_multiplicity=1 total_charge=+1 e_above_lowest_ev=6.4807
C -1.76909 0.88231 1.53285 -2.29 -4.60 -0.74
C -0.03564 0.40920 -0.22778 -3.51 0.65 3.31
N 1.50045 -1.11920 -0.94858 -2.72 1.81 -5.43
O -2.60413 0.13110 1.74359 1.76 1.61 -0.76
O 0.68814 -0.54039 -0.00805 2.60 -1.37 1.73
H -1.18374 1.67714 1.71315 1.65 3.00 0.79
H -0.27155 0.71858 -1.18147 0.41 0.80 -2.83
H 1.33434 -0.59146 -1.91731 1.12 -1.79 2.81
H 2.34121 -1.56728 -0.70640 0.98 -0.11 1.12

No. 11
9
Properties=species:S:1:pos:R:3:forces:R:3 method="wB97M-V/def2-TZVPD" lumo_energy_ev="-8.91 / -7.77" gap_ev="5.96 / 8.51" e_homo_ev="-14.87 / -16.28" spin_multiplicity=1 total_charge=+1 e_above_lowest_ev=7.3728
C 1.44994 -1.42602 0.49247 -5.05 1.23 -3.19
C -1.85897 1.74233 0.10045 4.98 -2.29 -1.83
N 0.42333 -0.68413 0.87950 3.33 -3.74 -0.33
O 2.38822 -1.35047 -0.46053 -0.62 0.65 -0.51
O -0.78174 1.02100 -0.09715 -4.22 2.74 1.68
H 2.09840 -0.93260 -1.37121 0.46 -0.71 2.65
H 0.79839 -2.59645 0.35692 1.31 2.67 1.61
H -2.39801 2.13256 0.99388 0.77 -0.92 -0.07
H -2.11956 2.09377 -0.89433 -0.95 0.36 -0.01

No. 12
9
Properties=species:S:1:pos:R:3:forces:R:3 method="wB97M-V/def2-TZVPD" lumo_energy_ev=-4.32 gap_ev=10.50 e_homo_ev=-14.82 spin_multiplicity=1 total_charge=+1 e_above_lowest_ev=2.7528
N 0.96753 0.05215 0.47401 1.28 -2.01 -0.58
C -0.03229 0.54252 -0.47417 -1.97 0.65 -0.28
O -0.80735 -0.72545 -1.00246 1.38 -1.73 -0.69
C -1.63842 -0.35494 -0.18318 -1.76 3.60 1.80
O -2.58922 -0.15837 0.46231 1.59 -1.23 -1.30
H 1.49812 0.72609 1.03372 -0.46 0.66 -0.31
H 1.68899 -0.46942 -0.08163 -0.33 -0.07 1.01
H 0.51215 -0.56442 1.17503 0.53 0.17 -0.45
H 0.40049 0.95185 -1.40363 -0.26 -0.05 0.80

No. 13
9
Properties=species:S:1:pos:R:3:forces:R:3 method="wB97M-V/def2-TZVPD" lumo_energy_ev="-6.03 / -6.03" gap_ev="8.19 / 8.19" e_homo_ev="-14.22 / -14.23" spin_multiplicity=1 total_charge=+1 e_above_lowest_ev=6.4383
C 0.52541 2.49364 -0.22789 1.21 2.16 5.47
C -0.61016 0.16919 0.26308 -0.34 2.62 0.22
N 0.07373 -1.95329 -0.25384 -0.27 -4.20 -1.53
O 0.75538 3.21582 0.64705 -1.38 -2.64 -3.92
O 0.24720 -0.67496 -0.06035 0.96 2.39 0.71
H 0.60098 1.77173 -0.98600 -0.07 -0.25 -1.46
H -1.65171 -0.09040 0.52907 0.37 -0.91 -0.21
H -0.76387 -2.39242 0.03715 -1.56 0.39 0.57
H 0.82303 -2.53929 0.05172 1.08 0.45 0.17

No. 14
12
Properties=species:S:1:pos:R:3:forces:R:3 method="wB97M-V/def2-TZVPD" lumo_energy_ev=-0.90 gap_ev=7.73 e_homo_ev=-8.63 spin_multiplicity=1 e_above_lowest_ev=1.0480
O 0.97384 0.16381 -4.51020 -0.09 -0.54 0.59
N 1.49008 0.38837 -3.46275 0.06 0.81 -1.31
O 1.32052 -0.39544 -2.44426 -0.35 -1.80 2.25
P 0.63561 -2.17043 -1.48388 -0.57 1.03 -1.73
C 0.63743 -1.23771 0.03400 -0.38 0.64 3.46
C -0.37087 -0.12185 0.06887 -0.82 0.12 -4.38
S -2.10827 -0.89943 -0.16220 1.82 0.65 -0.17
S -1.47704 -2.13596 -1.73890 0.85 -0.01 0.28
H 1.60262 -0.86988 0.44774 -0.17 -0.19 -1.12
H 0.24129 -1.71668 0.98455 0.64 -1.16 -1.38
H -0.37306 0.36842 0.95700 -0.18 1.29 2.84
H -0.11868 0.63683 -0.73152 -0.79 -0.83 0.67

No. 15
11
Properties=species:S:1:pos:R:3:forces:R:3 method="wB97M-V/def2-TZVPD" lumo_energy_ev="2.10 / 2.10" gap_ev="4.69 / 4.70" e_homo_ev="-2.59 / -2.60" spin_multiplicity=1 total_charge=-1 e_above_lowest_ev=3.1566
C -1.67553 -0.05198 -0.23817 1.11 0.22 1.55
C -1.08122 0.16449 1.05870 -0.20 -0.72 -1.44
N 1.29367 0.23054 -0.43120 -0.39 -1.30 -0.25
O -2.42224 -1.02195 -0.45040 0.40 1.30 -0.80
O -1.35177 0.90404 -1.23317 2.07 -0.31 -0.46
S 2.34302 1.37494 -0.13557 0.40 0.05 0.29
S 1.69167 -1.46235 -0.30642 0.17 1.20 0.05
H -1.19619 -0.65515 1.71618 -0.41 -0.88 0.61
H -0.33068 0.81487 1.41304 0.39 1.31 -0.41
H -0.30227 1.04488 -1.30494 -3.27 -0.88 0.91
H 3.03155 -1.34233 -0.08803 -0.27 0.03 -0.04

No. 16
13
Properties=species:S:1:pos:R:3:forces:R:3 method="wB97M-V/def2-TZVPD" lumo_energy_ev=2.74 gap_ev=5.33 e_homo_ev=-2.60 spin_multiplicity=1 total_charge=-1
C 2.81090 1.88897 -0.12588 -1.06 -1.55 -0.29
C 0.18917 -1.00251 -0.18774 -1.25 -1.51 -2.81
N 1.91019 1.12612 -0.37529 0.01 0.28 0.00
O 2.71311 -1.11392 0.43839 -0.11 0.17 0.33
O 2.23238 -0.83223 -1.93628 -1.25 0.67 1.48
S 3.97735 2.84011 0.21266 0.63 0.80 0.18
S -2.57384 2.46344 -0.89501 -1.28 -1.06 -0.31
S -1.39300 1.75974 0.60047 0.38 -0.31 0.89
S 1.85323 -0.53740 -0.55570 1.15 -0.94 -0.74
H -0.56196 -0.30465 -0.53202 0.26 1.01 -0.22
H -0.02036 -1.89257 -0.88277 0.80 0.91 1.05
H -0.18753 -1.23780 0.78636 0.99 0.02 0.92
H -1.93216 3.54585 -1.16056 0.74 1.50 -0.50

No. 17
10
Properties=species:S:1:pos:R:3:forces:R:3 method="wB97M-V/def2-TZVPD" lumo_energy_ev=4.16 gap_ev=8.93 e_homo_ev=-4.77 spin_multiplicity=1 total_charge=-1 e_above_lowest_ev=0.1087
C -0.63498 0.31261 -1.91585 0.33 0.10 -0.05
N -0.63564 0.58022 -0.60646 -0.17 -0.09 -0.29
O -1.39468 0.76414 -2.76437 -0.27 -0.21 0.11
H 0.17745 -0.38458 -2.18867 0.10 0.16 -0.05
H 0.14809 0.25092 -0.02528 -0.22 -0.29 0.08
H -1.47773 0.95172 -0.20104 0.22 0.36 0.09
O 1.28329 -0.93836 0.75127 -0.05 -0.08 0.06
C 0.95886 -0.61447 1.92126 0.08 0.23 0.16
O 0.72638 0.52429 2.36632 -0.11 -0.01 -0.04
H 0.84896 -1.44650 2.66281 0.10 -0.16 -0.07

No. 18
11
Properties=species:S:1:pos:R:3:forces:R:3 method="wB97M-V/def2-TZVPD" lumo_energy_ev=4.06 gap_ev=9.34 e_homo_ev=-5.29 spin_multiplicity=1 total_charge=-1 e_above_lowest_ev=0.2544
C -1.58937 0.15998 -0.07767 -0.27 -0.05 0.97
C 1.93240 0.30664 -0.29818 -0.46 0.23 -1.86
N -1.00049 -0.99051 0.37282 0.46 -0.53 0.04
O -0.90870 1.26045 0.17263 0.55 0.16 -0.03
O -2.71403 0.15962 -0.53379 -0.43 0.08 -0.56
O 1.39283 0.46540 0.82336 -0.44 0.24 1.11
O 3.03063 -0.14449 -0.57427 0.75 -0.26 0.03
H 1.26630 0.61113 -1.19173 0.46 -0.14 0.63
H -1.44735 -1.86492 0.16447 -0.05 0.17 -0.14
H -0.01517 -0.98640 0.60592 -0.17 0.05 0.04
H 0.05295 1.02312 0.53645 -0.40 0.03 -0.23

No. 19
13
Properties=species:S:1:pos:R:3:forces:R:3 method="wB97M-V/def2-TZVPD" lumo_energy_ev=6.49 gap_ev=7.05 e_homo_ev=-0.55 spin_multiplicity=1 total_charge=-2 e_above_lowest_ev=2.9269
O 2.43991 0.53695 1.69046 -0.84 -0.14 0.04
P 2.19714 0.25902 0.23252 1.68 -1.62 -0.37
O 3.42960 -0.20375 -0.53490 -0.58 -0.53 0.20
O 1.75406 1.54222 -0.59438 -2.09 1.42 -0.54
C 0.71619 -0.94253 -0.09879 -1.31 3.06 -0.03
C -0.82968 -0.13018 0.27766 4.30 -2.89 -0.84
O -1.70915 -0.94166 0.55585 -2.20 -0.11 0.49
N -0.74525 1.13740 0.13114 -1.47 1.73 -0.18
O -2.06556 1.82170 0.28979 -1.19 -2.15 0.46
H 0.74755 1.72536 -0.50097 1.42 -0.52 0.34
H 0.71835 -1.86968 0.52609 0.01 0.71 -0.90
H 0.65246 -1.01987 -1.24638 0.21 -0.53 1.79
H -2.75335 1.06678 0.47950 2.07 1.55 -0.47

No. 20
14
Properties=species:S:1:pos:R:3:forces:R:3 method="wB97M-V/def2-TZVPD" lumo_energy_ev=3.60 gap_ev=9.71 e_homo_ev=-6.12 spin_multiplicity=1 total_charge=-1 e_above_lowest_ev=0.0000
C -1.74405 0.96792 0.04685 -0.66 -0.47 0.20
C -1.55006 -0.39989 -0.60113 -0.94 -1.96 -0.62
N -1.02493 -1.49480 -0.16338 0.23 2.62 1.23
O -1.00031 1.32793 1.04031 1.67 -0.30 1.53
O 2.71681 1.15987 0.29473 0.88 1.03 0.29
O -2.71535 1.62948 -0.26853 0.23 -0.25 -0.51
O 1.03476 -0.21049 1.35992 -0.03 0.31 0.00
O 2.53859 -1.15057 -0.30034 0.34 0.76 0.87
O 0.77856 0.42485 -0.97002 0.28 0.16 -0.81
S 1.70628 0.18845 0.09674 0.85 -0.60 0.70
H -2.16580 -0.46103 -1.53481 0.54 0.10 0.65
H -0.43303 -1.20122 0.70008 -1.23 -1.02 -1.44
H -0.16844 0.71611 1.30263 -1.37 0.65 -0.76
H 2.02698 -1.49659 -1.00304 -0.80 -1.03 -1.32

It is found that the energy values, taken in the order of the records, are -447.89738; -447.81992; -770.97536; -406.94872; -461.48711; -208.13123; -283.84903; -283.73919; -283.42694; -283.31800; -283.28522; -283.45500; -283.31956; -1421.44017; -1080.14639; -1876.60342; -359.17687; -434.45769; -850.95663; -983.09184 hartree.